{"formula": "C5H6NO4S2", "method": "ωB97M-V/def2-TZVPD", "molar_mass_g_mol": 208.24, "homo_ev": -5.3, "e_lumo_ev": 3.33, "gap_ev": 8.638, "spin_multiplicity": 1, "charge": -1, "elements": ["C", "C", "S", "C", "O", "O", "S", "C", "O", "N", "C", "O", "H", "H", "H", "H", "H", "H"], "coordinates": [[0.56233, -0.66039, -2.04231], [0.02414, -0.14870, -0.73213], [1.34981, 0.50381, 0.31328], [0.56662, 0.83621, 1.95137], [1.91795, 1.72931, -0.24492], [2.31989, -0.56219, 0.56581], [-1.09883, 1.24085, -0.95549], [-2.48697, 0.24344, 0.17393], [-3.47426, 0.90699, 0.27954], [-1.94909, -0.83744, 0.62028], [-0.72022, -1.19022, 0.15670], [-0.15809, -2.25299, 0.35670], [0.53769, -1.73389, -1.90504], [1.70402, -0.28404, -2.23182], [0.06104, -0.40803, -2.94462], [1.11953, 1.41279, 2.83135], [-0.33381, 1.30941, 1.58093], [0.05825, -0.10492, 2.22644]], "forces_ev_per_angstrom": [[3.86, -0.29, 0.37], [-1.16, 2.16, 0.19], [3.23, -0.20, 1.68], [-0.73, 0.12, -0.04], [-0.95, -0.70, 0.26], [-0.65, 0.54, -0.44], [-0.72, -0.55, 0.24], [1.18, 2.35, -1.12], [-0.78, -0.65, 0.44], [0.14, -1.25, 0.42], [-0.11, -0.85, -0.45], [-0.40, 0.34, 0.08], [0.57, -0.41, -0.41], [-2.62, -1.09, 0.63], [-0.96, 0.56, -0.25], [-0.90, -1.41, -2.50], [-0.14, 1.29, 0.43], [1.12, 0.01, 0.48]]}